{"formula": "C4H8OS2", "method": "ωB97M-V/def2-TZVPD", "symbols": ["C", "S", "C", "C", "S", "C", "O", "H", "H", "H", "H", "H", "H", "H", "H"], "xyz": [[2.1102, -0.1834, 0.9955], [1.8795, -0.0353, -0.7907], [0.0770, 0.0841, -0.8791], [-0.6776, -1.1667, -0.4099], [-2.3490, -0.5858, -0.0138], [-1.7770, 1.1717, -0.0960], [-0.3859, 1.1638, -0.0748], [1.4905, 0.5742, 1.5228], [3.1854, -0.0032, 1.2154], [1.8756, -1.1714, 1.3977], [-0.1667, 0.2905, -1.9256], [-0.1859, -1.5958, 0.5055], [-0.7082, -1.8901, -1.1851], [-2.1702, 1.6026, -1.0265], [-2.1976, 1.7447, 0.7646]], "atomic_forces_ev_per_a": [[0.2, 0.4, 0.7], [-0.2, 0.0, 0.1], [0.0, 0.0, 0.4], [0.6, 0.4, 1.4], [0.1, 0.1, 0.1], [-0.9, 0.3, 0.3], [0.2, 0.1, 0.1], [0.5, -0.4, -0.4], [-0.7, 0.0, -0.3], [-0.1, 0.0, -0.2], [0.1, -0.1, -0.1], [-0.5, 0.4, -0.9], [0.0, -0.7, -0.6], [0.2, 0.0, 0.1], [0.6, -0.5, -0.6]], "nbo_charge": [-0.767, 0.226, -0.050, -0.556, 0.133, -0.178, -0.528, 0.239, 0.239, 0.212, 0.198, 0.219, 0.232, 0.173, 0.210], "homo_energy_ev": -8.79, "homo_lumo_gap_ev": 9.61, "smiles": "CS[C@H]1CSCO1"}



{"formula": "C3H6N2S", "method": "ωB97M-V/def2-TZVPD", "symbols": ["C", "C", "C", "N", "N", "S", "H", "H", "H", "H", "H", "H"], "xyz": [[-0.6429, -0.4607, -1.3714], [-1.6714, -1.0155, -0.4091], [1.4447, 0.5822, 1.1683], [0.3355, 0.1978, -0.9564], [0.2353, 0.6394, 0.2586], [-1.1182, -0.1704, 1.1081], [-0.6273, -0.5715, -2.4822], [-2.6645, -0.5471, -0.5175], [-1.4156, -2.0452, -0.3453], [1.1085, 0.2969, 2.1599], [2.1115, -0.1505, 0.7620], [1.7878, 1.5732, 1.2532]], "atomic_forces_ev_per_a": [[-7.3, -3.8, -5.4], [1.4, 2.7, 0.3], [-1.6, 0.1, -0.4], [8.7, 4.5, 2.7], [-0.8, -1.3, 2.2], [-0.1, -0.1, 0.1], [-0.8, -0.3, 1.1], [0.0, -1.4, -0.6], [-1.1, -1.3, 0.5], [0.0, -0.2, 0.0], [0.6, -0.1, -0.3], [1.1, 1.1, -0.2]], "mulliken_spin": [0.814, -0.079, 0.100, 0.469, 0.417, 0.178, 0.028, 0.040, 0.067, 0.002, -0.032, -0.003], "homo_energy_ev": [-4.60, -9.16], "homo_lumo_gap_ev": [5.46, 7.67], "spin_multiplicity": 3}



{"formula": "C14H46N14O8", "method": "ωB97M-V/def2-TZVPD", "symbols": ["C", "O", "C", "C", "C", "N", "H", "H", "H", "H", "H", "H", "H", "H", "H", "H", "H", "C", "O", "C", "C", "C", "N", "H", "H", "H", "H", "H", "H", "H", "H", "H", "H", "H", "N", "C", "N", "O", "H", "H", "H", "H", "N", "C", "N", "O", "H", "H", "H", "H", "N", "C", "N", "O", "H", "H", "H", "H", "N", "C", "N", "O", "H", "H", "H", "H", "N", "C", "N", "O", "H", "H", "H", "H", "N", "C", "N", "O", "H", "H", "H", "H"], "xyz": [[9.8242, -5.7469, 17.4577], [8.8740, -6.6626, 16.9345], [7.9890, -6.0907, 15.9732], [6.5570, -6.2332, 16.4268], [5.6026, -5.9537, 15.2601], [6.2723, -5.3606, 17.5906], [10.6367, -6.3517, 17.8554], [9.3320, -5.1203, 18.2034], [10.2655, -5.1245, 16.6726], [8.2023, -5.0282, 15.8217], [8.1251, -6.6316, 15.0338], [6.2937, -7.2370, 16.7675], [5.4688, -6.8029, 14.5803], [5.8592, -5.0866, 14.6477], [4.5792, -5.8040, 15.6238], [5.2889, -5.1072, 17.5851], [6.7282, -4.4602, 17.4403], [3.9336, -4.7612, 11.5737], [2.6667, -4.2595, 11.8911], [2.6981, -3.1212, 12.7099], [1.3928, -2.3529, 12.6605], [1.0733, -1.9110, 11.2486], [1.5940, -1.1706, 13.4999], [3.8519, -5.7230, 11.0719], [4.5157, -4.9864, 12.4860], [4.5471, -4.0291, 11.0381], [3.0013, -3.4310, 13.7246], [3.4695, -2.4020, 12.3955], [0.5771, -2.9854, 13.0300], [0.1441, -1.3442, 11.2226], [0.9474, -2.8128, 10.6378], [1.8834, -1.3718, 10.7506], [0.7072, -0.6938, 13.6538], [1.7391, -1.4129, 14.4843], [4.1285, 0.3809, 9.3186], [4.8179, -0.7999, 9.4751], [5.0528, -1.5417, 8.3649], [5.1811, -1.1459, 10.6003], [3.7828, 0.6146, 8.4060], [3.6719, 0.7063, 10.1528], [4.5985, -1.2508, 7.5210], [5.5644, -2.3918, 8.5123], [6.5539, -2.5135, 13.0555], [7.8229, -2.5831, 12.5449], [7.9900, -1.7000, 11.5036], [8.6924, -3.3162, 12.9925], [6.2571, -3.2682, 13.6412], [5.9279, -1.8139, 12.7016], [8.8734, -1.5658, 11.0536], [7.1296, -1.3955, 11.0646], [-1.7019, -2.3870, 14.6247], [-1.6628, -1.0614, 14.2825], [-1.3174, -0.1914, 15.2879], [-1.9358, -0.6603, 13.1614], [-1.7380, -2.7053, 15.5766], [-2.0274, -3.0463, 13.9403], [-1.2367, -0.5046, 16.2350], [-1.1340, 0.7444, 14.9763], [4.2578, 0.2280, 15.5884], [5.1518, 0.3580, 14.5618], [4.6438, 0.1231, 13.3144], [6.3275, 0.6433, 14.7658], [4.6316, 0.4144, 16.5000], [3.3570, -0.1952, 15.4809], [5.2981, 0.0897, 12.5526], [3.7806, -0.3949, 13.2338], [2.1009, 2.8436, 13.1415], [2.3186, 2.5045, 14.4622], [3.1095, 3.3841, 15.1683], [1.7375, 1.5612, 14.9664], [1.3953, 2.2800, 12.7052], [2.3867, 3.7367, 12.7886], [3.6633, 3.9954, 14.5947], [3.4454, 3.0207, 16.0412], [0.0824, -5.6522, 11.7919], [-0.5610, -6.3785, 10.8423], [0.2049, -7.0265, 9.9126], [-1.7781, -6.5106, 10.8466], [-0.4862, -5.3281, 12.5508], [1.0794, -5.5117, 11.8637], [1.1953, -6.8984, 9.8253], [-0.3017, -7.5075, 9.1937]], "atomic_forces_ev_per_a": [[-0.2, -0.4, -0.4], [0.1, 0.3, -0.4], [0.1, -0.7, 0.7], [-1.3, 0.4, 0.1], [-0.7, -0.2, -0.4], [0.3, 0.5, -0.4], [-0.1, 0.1, 0.4], [0.3, 0.1, 0.2], [-0.1, 0.1, 0.0], [0.1, 0.0, -0.2], [0.0, 0.1, -0.1], [0.6, -0.2, -0.1], [0.5, 0.0, 0.0], [0.2, 0.1, 0.2], [0.1, 0.2, 0.2], [-0.1, -0.3, 0.1], [0.1, -0.1, 0.1], [1.0, -0.1, 0.9], [-0.4, -0.2, -0.5], [0.7, 0.3, 0.3], [0.1, 0.0, 0.3], [-0.1, -0.8, -0.6], [-0.4, 0.3, 1.0], [-0.2, 0.2, -0.4], [-0.2, 0.1, 0.0], [-0.2, -0.1, -0.3], [-0.3, 0.1, 0.1], [0.1, -0.3, -0.3], [0.0, 0.0, -0.1], [0.0, 0.1, 0.0], [-0.2, 0.1, 0.1], [0.1, 0.3, 0.4], [0.1, 0.4, -0.8], [0.5, -0.5, -0.3], [0.5, -0.8, -0.4], [-0.4, 0.4, 0.8], [-0.2, 0.8, 0.6], [0.1, -0.2, -0.2], [-0.3, 0.2, 0.2], [0.0, 0.2, -0.1], [0.3, -0.6, -0.4], [-0.1, -0.1, -0.4], [0.4, -0.2, -0.2], [0.4, 0.1, 0.0], [-0.6, -0.1, 0.1], [-0.2, 0.1, -0.2], [-0.1, 0.1, 0.2], [-0.3, -0.3, 0.2], [0.1, -0.2, 0.1], [0.4, 0.2, -0.2], [0.2, -0.4, 0.1], [-0.7, 0.5, 0.1], [-0.2, -0.8, -0.6], [0.5, -0.2, 0.0], [0.1, 0.2, 0.0], [-0.2, 0.2, -0.2], [0.3, 0.3, 0.1], [0.0, 0.2, 0.4], [0.3, 0.0, 0.1], [0.9, -0.4, 0.2], [-0.2, 0.1, 0.1], [-0.6, 0.3, -0.2], [0.0, -0.2, 0.1], [-0.2, 0.3, 0.0], [0.0, 0.0, 0.0], [-0.2, 0.2, -0.2], [0.4, -0.4, 0.7], [-0.7, 0.7, -0.2], [-0.6, -0.5, -0.8], [0.0, -0.3, 0.2], [0.0, 0.2, -0.3], [-0.2, 0.0, -0.2], [0.5, 0.0, 0.5], [0.3, 0.2, 0.0], [0.3, 0.1, 0.2], [-0.7, -0.5, 0.2], [0.2, 0.2, 0.0], [0.1, 0.1, 0.0], [-0.1, 0.0, -0.1], [-0.1, 0.0, -0.2], [0.0, 0.0, 0.0], [0.0, 0.0, -0.1]], "lowdin_charge": [-0.107, -0.187, -0.203, -0.424, -0.078, 0.039, 0.084, 0.084, 0.086, 0.123, 0.131, 0.135, 0.079, 0.046, 0.071, 0.055, 0.068, -0.090, -0.215, -0.212, -0.428, -0.036, 0.056, 0.089, 0.076, 0.083, 0.136, 0.100, 0.116, 0.077, 0.079, 0.069, 0.043, 0.079, 0.167, -0.637, 0.180, -0.026, 0.095, 0.101, 0.102, 0.114, 0.173, -0.664, 0.155, 0.012, 0.070, 0.035, 0.097, 0.047, 0.153, -0.698, 0.159, 0.023, 0.095, 0.103, 0.095, 0.100, 0.155, -0.682, 0.162, 0.012, 0.103, 0.062, 0.067, 0.049, 0.150, -0.676, 0.162, -0.008, 0.097, 0.089, 0.094, 0.097, 0.168, -0.687, 0.148, 0.009, 0.094, 0.070, 0.086, 0.100], "homo_energy_ev": -9.16, "homo_lumo_gap_ev": 9.22, "smiles": "COC[C@H](C)N.COC[C@H](C)N.NC(N)=O.NC(N)=O.NC(N)=O.NC(N)=O.NC(N)=O.NC(N)=O"}



{"formula": "C2H8NO", "method": "ωB97M-V/def2-TZVPD", "symbols": ["O", "H", "H", "H", "C", "C", "N", "H", "H", "H", "H", "H"], "xyz": [[-1.3062, 1.7646, 0.8504], [0.0006, 0.6744, 0.1991], [-0.9861, 1.9676, 1.7319], [-2.0121, 2.3582, 0.5840], [-0.4260, -1.2843, -0.6273], [1.7058, -0.2242, -0.1887], [0.4399, -0.1825, -0.1867], [-1.1001, -0.8991, -1.3869], [0.2244, -2.1196, -0.8514], [-1.1121, -1.5337, 0.1859], [2.3073, 0.5237, 0.3165], [2.2645, -1.0451, -0.6269]], "atomic_forces_ev_per_a": [[0.6, -0.7, -0.3], [-0.5, -0.3, -0.1], [-0.5, 0.5, 0.2], [0.0, 0.2, 0.3], [-0.4, 0.7, 0.5], [0.6, -0.3, 0.2], [0.4, 0.2, 0.3], [0.4, -0.3, -0.6], [-0.3, -0.2, -0.5], [0.4, 0.0, 0.2], [-0.3, 0.4, -0.3], [-0.3, -0.2, 0.0]], "nbo_charge": [-0.983, 0.473, 0.500, 0.517, -0.429, 0.116, -0.382, 0.252, 0.234, 0.253, 0.230, 0.221], "homo_energy_ev": -16.47, "homo_lumo_gap_ev": 11.64, "charge": 1}



{"formula": "C2H6NS", "method": "ωB97M-V/def2-TZVPD", "symbols": ["C", "S", "H", "H", "H", "C", "N", "H", "H", "H"], "xyz": [[-0.2834, 1.1432, -1.9700], [-0.4964, -0.5217, -1.3015], [-1.2611, 1.6731, -1.9789], [0.4103, 1.7648, -1.4281], [0.0294, 1.0103, -3.0347], [0.2120, -1.3970, 1.8690], [0.5826, -0.4870, 2.7207], [0.4376, -2.4436, 2.0241], [-0.3623, -1.0727, 0.9796], [0.7312, 0.3306, 2.1198]], "atomic_forces_ev_per_a": [[-1.0, -0.2, -1.3], [0.0, -0.3, 0.3], [0.5, -0.1, -0.1], [0.5, 0.2, 0.2], [0.0, 0.6, 0.7], [-0.4, 1.9, 0.7], [1.4, -1.7, -1.4], [-0.6, -0.4, 0.6], [0.9, -0.5, -0.2], [-1.3, 0.7, 0.5]], "nbo_charge": [-0.743, -0.719, 0.170, 0.169, 0.175, -0.040, -0.696, 0.129, 0.219, 0.337], "homo_energy_ev": -2.39, "homo_lumo_gap_ev": 6.77, "charge": -1}



So what do the calculations give for electronic energy? Going down the list: -1028.80241, -625.38280, -1929.73767, -210.72582, -532.71601 Ha.